Here is 9 unconnected molecules or ions with the total composition C30H65F3N8O14 at a distorted geometry from the OMol25 dataset. Energies are from the ωB97M-V functional and the def2-TZVPD basis.

Summary:
Highest occupied orbital energy   -8.33 eV
Relative energy (zero: lowest compared OMol25 entry of this formula, charge and spin)   0.000 eV
HOMO-LUMO gap   8.8 eV

Last column: Mulliken charge in e.
Atoms and positions in Å:
C 4.03165 2.30610 -0.20529  -0.763
C 3.98491 0.98587 -1.15659  0.240
O 4.28296 1.41963 -2.51475  -0.585
C 2.53325 0.32451 -1.00878  0.033
O 2.54455 -1.13711 -1.01439  -0.387
O 1.29115 -1.60510 -1.29159  0.031
C 0.49696 -1.64335 -0.09905  0.528
O 0.95302 -2.28771 0.87176  -0.577
O -0.76273 -1.02689 0.07409  -0.297
C -0.82086 0.26163 -0.64379  0.338
O -2.08130 0.93640 -0.41045  -0.276
C -2.27762 2.01426 -1.28593  0.686
F -2.72946 3.18694 -0.60540  -0.237
F -3.36781 1.65628 -2.14249  -0.251
F -1.14481 2.40488 -2.01387  -0.163
H 4.68036 2.12167 0.73063  0.184
H 4.39277 3.22099 -0.79959  0.244
H 2.99181 2.57327 0.19226  0.072
H 4.73735 0.19712 -0.78055  0.341
H 4.64208 0.67108 -3.03797  0.319
H 2.12933 0.63308 0.02916  0.136
H 1.85991 0.70472 -1.85205  0.211
H 0.00509 0.90116 -0.16308  0.163
H -0.61224 0.01487 -1.74471  0.133
C 2.59989 -4.05378 5.71972  -0.683
N 3.82362 -3.32655 5.43764  -0.114
C 4.35507 -3.01035 4.22623  0.689
C 3.60905 -3.45300 2.99554  -1.026
O 5.40760 -2.38501 4.16115  -0.687
H 1.94630 -3.40531 6.30916  0.252
H 2.85358 -4.93527 6.30790  0.331
H 2.08277 -4.36082 4.81361  0.219
H 4.37646 -2.99833 6.21701  0.216
H 4.15106 -3.13055 2.10658  0.287
H 3.53073 -4.54220 2.97687  0.333
H 2.61517 -3.00134 2.97691  0.271
C 0.87304 -1.42172 -6.89977  -0.712
N 0.57923 -0.61399 -5.73369  -0.135
C 0.27699 -1.03344 -4.47881  0.544
C 0.23157 -2.51656 -4.22649  -1.226
O 0.05191 -0.21139 -3.59442  -0.565
H 1.87346 -1.16057 -7.25335  0.272
H 0.14344 -1.17942 -7.67597  0.268
H 0.83230 -2.48736 -6.68635  0.276
H 0.59196 0.39228 -5.83015  0.249
H -0.02163 -2.69935 -3.18265  0.134
H -0.53224 -2.98014 -4.85430  0.468
H 1.20799 -2.96122 -4.42838  0.353
C -3.52083 7.50546 -1.62663  -0.769
N -3.65319 8.05674 -0.29457  -0.184
C -4.00443 7.41229 0.85255  0.732
C -4.30076 5.93878 0.76731  -0.901
O -4.07047 8.02995 1.90670  -0.681
H -2.49694 7.67293 -1.96812  0.274
H -4.20914 8.03586 -2.28838  0.291
H -3.74104 6.44031 -1.65595  0.277
H -3.46904 9.04165 -0.16274  0.227
H -4.56498 5.56384 1.75598  0.314
H -5.14338 5.76439 0.09475  0.395
H -3.41855 5.39907 0.41709  0.079
C 2.49133 -10.10526 6.30746  -0.851
N 2.47523 -8.68213 6.04328  -0.157
C 1.86061 -7.70058 6.75696  0.747
C 1.08830 -8.10269 7.98509  -1.312
O 1.94618 -6.53306 6.39379  -0.629
H 3.52961 -10.42013 6.43221  0.283
H 2.06332 -10.61998 5.44456  0.284
H 1.92587 -10.36556 7.19967  0.331
H 2.97386 -8.33917 5.23363  0.230
H 0.65574 -7.21564 8.44757  0.274
H 0.27714 -8.78108 7.71240  0.370
H 1.75411 -8.57981 8.70737  0.367
C 0.15745 6.12797 1.48147  -0.508
N 1.17379 5.36548 0.78637  -0.040
C 2.49567 5.25476 1.08657  0.702
C 3.00882 6.00424 2.28683  -1.253
O 3.22659 4.56022 0.38714  -0.635
H -0.62194 5.43940 1.80946  0.237
H -0.27157 6.84717 0.77862  0.272
H 0.55548 6.65783 2.34259  0.062
H 0.90100 4.83616 -0.03032  0.155
H 4.07726 5.81973 2.39969  0.331
H 2.85520 7.07720 2.15247  0.348
H 2.50004 5.65883 3.18977  0.276
C -2.49993 5.77099 7.01827  -0.859
N -1.84022 5.22417 5.85156  -0.182
C -0.77720 5.73120 5.17086  0.832
C -0.18082 7.02409 5.66063  -1.266
O -0.33568 5.13893 4.19416  -0.637
H -2.44084 5.03514 7.82316  0.294
H -3.54903 5.94520 6.76997  0.284
H -2.04782 6.70377 7.34849  0.324
H -2.18751 4.35634 5.46715  0.238
H 0.65628 7.30283 5.02034  0.203
H -0.92725 7.82022 5.62020  0.356
H 0.18933 6.90365 6.68092  0.400
C -4.75408 -0.75383 -1.11406  -0.780
N -5.66135 -1.87328 -0.96983  -0.080
C -6.65009 -2.27021 -1.81688  0.719
C -6.85975 -1.47035 -3.07545  -1.166
O -7.33433 -3.24770 -1.54569  -0.662
H -3.73223 -1.13867 -1.11359  0.282
H -4.88729 -0.09183 -0.25569  0.239
H -4.92915 -0.19595 -2.03065  0.276
H -5.57804 -2.45516 -0.14773  0.226
H -7.67891 -1.90475 -3.64837  0.291
H -7.12063 -0.43970 -2.82567  0.326
H -5.95704 -1.49397 -3.68968  0.326
C 1.31177 -4.75056 -11.28443  -0.877
N 1.17740 -4.18737 -9.95748  -0.145
C 0.82337 -4.82038 -8.80650  0.775
C 0.52514 -6.29410 -8.87789  -1.359
O 0.75584 -4.19217 -7.75698  -0.594
H 2.33642 -4.58736 -11.62508  0.287
H 0.62556 -4.22514 -11.95202  0.287
H 1.09024 -5.81542 -11.30485  0.347
H 1.36264 -3.20144 -9.83431  0.214
H 0.25840 -6.65822 -7.88589  0.290
H -0.31628 -6.47417 -9.55028  0.359
H 1.40714 -6.83898 -9.22092  0.357

Atomic forces in eV per Å
-0.10 -0.84 -0.32
-0.02 -0.22 1.17
-0.02 -1.13 0.65
-0.37 1.18 0.34
2.39 1.14 0.22
-4.02 0.54 0.34
1.88 -2.37 4.57
-1.99 2.38 -3.58
1.48 0.54 -1.81
2.25 -0.12 -0.46
0.55 1.39 -1.49
-1.15 0.30 -0.01
1.15 -2.90 -1.35
2.84 1.20 1.43
-2.78 -1.04 1.44
-0.85 0.29 -1.63
-0.40 -1.83 0.96
1.63 -0.68 -0.85
-0.94 1.21 -0.70
-0.43 0.57 0.66
0.50 -0.40 -1.57
0.86 -0.56 1.14
-1.32 -0.80 -0.92
-0.52 0.78 1.48
0.58 0.37 0.61
0.13 0.23 -0.66
0.37 0.25 0.38
0.02 0.04 -0.12
-0.08 -0.08 -0.11
-0.23 -0.13 -0.08
-0.22 0.55 -0.31
0.15 0.02 0.09
-0.08 -0.05 -0.12
0.00 0.03 0.20
-0.20 0.06 -0.01
-0.02 -0.21 -0.08
0.01 0.40 0.21
-0.11 0.00 0.53
0.05 0.27 -0.17
-0.12 -0.06 0.15
-0.12 0.06 -0.10
-0.01 -0.20 -0.16
0.08 -0.24 -0.12
-0.02 0.39 -0.02
0.01 -0.13 0.05
0.06 0.15 -0.14
0.20 -0.09 -0.08
-0.14 -0.10 -0.10
0.10 0.49 0.05
-0.10 -0.27 0.28
0.02 0.43 0.38
-0.02 -0.11 0.08
0.01 -0.16 -0.14
-0.07 -0.18 -0.22
0.07 -0.20 -0.19
0.02 0.12 0.10
-0.03 -0.14 -0.03
0.06 0.19 -0.08
0.14 -0.13 -0.07
-0.16 -0.06 -0.11
0.26 0.13 -0.41
-0.25 0.33 0.32
0.16 0.22 -0.32
-0.08 0.07 0.12
-0.47 -1.15 0.27
-0.12 -0.24 0.09
0.01 -0.22 0.17
0.05 0.13 -0.10
-0.06 -0.06 0.10
0.12 -0.05 -0.17
0.09 -0.08 0.13
-0.14 -0.12 -0.02
-0.30 -0.16 -0.57
0.55 0.00 0.15
-0.04 -0.18 -0.39
0.14 -0.02 0.15
-0.45 1.44 0.55
-0.02 0.28 0.21
-0.09 0.13 0.15
-0.01 -0.20 -0.11
0.03 0.09 0.10
-0.14 -0.05 -0.15
-0.08 -0.04 0.15
-0.08 0.18 -0.02
-0.22 -0.42 -0.17
0.40 0.25 -0.19
-0.11 -0.46 -0.25
0.09 0.10 -0.03
0.04 0.11 0.28
-0.09 0.21 0.16
0.00 0.15 0.24
0.01 -0.12 -0.12
0.04 0.12 0.06
-0.12 -0.15 0.02
0.06 0.00 0.16
-0.10 0.15 0.00
0.00 -0.36 0.39
-0.32 -0.05 -0.35
-0.12 -0.47 0.42
-0.09 0.02 -0.15
0.05 0.18 -0.15
0.06 0.29 -0.06
0.20 0.19 -0.15
-0.06 -0.16 0.11
0.00 0.08 -0.12
0.10 -0.05 0.19
0.15 0.02 -0.12
-0.04 0.19 0.02
0.10 0.48 0.00
-0.14 -0.29 0.42
0.05 0.36 0.18
-0.05 -0.11 0.10
-0.01 -0.46 -0.28
-0.08 -0.18 -0.20
0.07 -0.21 -0.18
0.01 0.13 0.10
-0.01 -0.13 -0.05
0.06 0.18 -0.09
0.14 -0.11 -0.06
-0.14 -0.05 -0.11

=====

Here is a molecular structure, C26H18MnN4O2S at a distorted geometry from the OMol25 dataset. Energies are from the ωB97M-V functional and the def2-TZVPD basis.

Summary:
2S+1   6
Highest occupied orbital energy (spin up / spin down)   -7.00 / -7.01 eV
Relative energy (zero: lowest compared OMol25 entry of this formula, charge and spin)   2.174 eV
HOMO-LUMO gap (spin up / spin down)   6.4 / 6.3 eV

Last column: Mulliken spin population.
Atoms and positions in Å:
Mn -0.98892 -0.37427 -0.24435  4.775
O 1.16242 2.44111 1.99666  0.000
C 1.36093 3.27832 0.95169  0.005
C 2.22755 4.35618 1.11968  0.001
C 2.45351 5.23449 0.07789  0.000
C 1.81658 5.05697 -1.14327  0.001
C 0.96884 3.97790 -1.31989  -0.009
C 0.73343 3.07401 -0.28998  0.034
C -0.11266 1.83142 -0.49953  -0.018
O -0.82627 1.48269 0.57947  0.073
N -0.95344 1.95190 -1.73289  0.019
N -1.59938 0.85634 -1.80092  0.043
C -2.50997 0.39519 -2.62361  -0.028
C -2.92918 -0.94672 -2.39237  0.053
C -3.88114 -1.55404 -3.24170  -0.003
C -4.23391 -2.86353 -3.05479  0.006
C -3.64876 -3.60149 -2.01829  0.001
C -2.74517 -2.95746 -1.21027  0.026
N -2.39126 -1.67237 -1.36088  0.038
H 0.32591 1.95179 1.77175  0.005
H 2.70000 4.48702 2.08388  0.000
H 3.12376 6.07251 0.22245  0.000
H 1.98030 5.75621 -1.95215  0.000
H 0.46234 3.82533 -2.26287  -0.001
H -2.92233 0.96308 -3.45173  -0.001
H -4.31563 -0.97327 -4.04304  -0.002
H -4.95833 -3.32660 -3.71193  0.000
H -3.89614 -4.63890 -1.85161  -0.001
H -2.26712 -3.47737 -0.38683  -0.004
S 2.27498 -1.35888 2.67450  0.009
C 0.90232 -2.18136 3.34631  -0.009
C 0.80708 -2.91933 4.52041  0.000
C -0.41661 -3.47434 4.83847  0.001
C -1.52940 -3.29907 4.01135  0.003
C -1.43938 -2.56748 2.84540  0.015
C -0.20746 -2.00470 2.51196  -0.021
N 0.05693 -1.25491 1.38322  0.026
C 1.28718 -0.82641 1.34753  -0.013
C 1.84010 -0.12904 0.17603  0.004
C 3.18970 -0.36374 -0.08890  0.014
C 3.78235 -0.03113 -1.29606  0.022
C 3.00840 0.53173 -2.29478  -0.018
C 1.69122 0.86693 -2.01049  -0.055
C 1.08685 0.62380 -0.78169  -0.001
H 1.66276 -3.05193 5.16739  0.000
H -0.51821 -4.05022 5.74770  0.000
H -2.47495 -3.74110 4.29390  0.000
H -2.29919 -2.41910 2.20485  0.010
H 3.79007 -0.88403 0.64733  0.000
H 4.82998 -0.24338 -1.45591  0.002
H 3.43505 0.75520 -3.26264  0.000
H 1.10424 1.41607 -2.73646  -0.001

Atomic forces in eV per Å
-0.82 -0.88 0.50
-0.35 -0.22 -0.04
0.01 0.13 -0.29
-0.08 -0.13 0.07
0.04 0.07 -0.03
0.03 0.05 -0.03
-0.07 -0.01 0.02
0.11 -0.11 0.06
0.45 0.15 -0.30
-0.43 -0.22 0.79
-0.10 0.03 -0.10
0.64 -0.20 0.25
-0.10 0.48 -0.34
-0.08 -0.49 0.05
0.02 -0.08 0.07
0.04 0.01 0.03
-0.01 -0.03 0.00
-0.02 0.11 0.06
-0.10 0.41 -0.30
0.18 0.05 0.02
0.01 0.01 0.02
0.01 0.01 0.01
0.00 0.01 -0.01
0.00 -0.01 0.00
0.03 0.06 0.04
0.01 0.05 -0.01
-0.01 -0.02 0.00
0.01 -0.01 0.02
-0.01 -0.02 0.00
-0.25 0.18 0.03
-0.07 0.04 -0.10
-0.01 -0.01 0.02
0.05 -0.01 0.07
-0.05 0.02 -0.06
0.08 0.00 0.02
-0.05 -0.11 0.21
0.20 0.08 -0.04
0.08 0.01 -0.09
0.22 0.50 -0.41
0.17 -0.29 -0.08
-0.07 -0.01 0.13
-0.26 0.05 0.08
0.33 -0.13 -0.27
0.13 0.53 0.01
0.02 0.00 0.01
0.01 -0.01 0.02
-0.01 0.00 0.00
-0.01 0.01 -0.02
0.00 -0.04 -0.01
0.03 -0.01 0.00
-0.01 0.02 -0.03
0.06 0.01 -0.03